1.
20
Properties=species:S:1:pos:R:3:lowdin_charge:R:1 method="wB97M-V/def2-TZVPD" total_charge=+1 orbital_gap_ev=11.6 de_lowest_ev=0.9588 total_energy_ev=-11968.63713 e_homo_ha=-0.5381
C -0.644 -1.138 1.516 -0.1096
C 0.647 -0.700 0.720 -0.1750
C 0.655 0.213 -0.497 -0.1182
C -0.717 0.427 -1.075 -0.4715
O -0.830 -0.081 -2.320 0.1377
O -1.734 0.744 -0.492 0.0795
N -1.329 0.148 2.003 0.1768
H -1.333 -1.528 0.697 0.1459
H -0.420 -1.908 2.287 0.1427
H 1.175 -1.642 0.499 0.1311
H 1.281 -0.210 1.520 0.1241
H 1.299 -0.076 -1.414 0.1538
H 1.006 1.206 -0.092 0.1446
H -1.587 0.216 -2.838 0.1418
H -2.257 -0.005 2.400 0.1718
H -0.647 0.548 2.635 0.1555
H -1.418 0.679 1.092 0.0957
H 3.658 1.105 0.149 0.0643
H 3.526 0.078 -1.039 0.0583
O 3.257 0.282 -0.142 -0.0492


2.
23
Properties=species:S:1:pos:R:3:lowdin_charge:R:1 method="wB97M-V/def2-TZVPD" total_charge=+1 orbital_gap_ev=11.3 de_lowest_ev=1.9972 total_energy_ev=-15058.73127 e_homo_ha=-0.5207
O -1.477 -0.209 0.791 0.1121
C -0.926 0.670 0.177 -0.4844
O -1.560 1.854 0.057 0.0514
C 0.507 1.015 -0.226 -0.2304
C 0.988 2.156 0.588 0.0043
N 1.370 -0.243 -0.109 0.1964
H -2.350 2.117 0.705 0.2245
H 0.304 1.282 -1.273 0.1616
H 1.353 2.867 -0.054 0.0790
H 0.242 2.606 1.160 0.0891
H 1.771 1.857 1.191 0.0742
H 0.874 -1.012 0.336 0.1301
H 2.153 -0.160 0.550 0.1621
H 1.732 -0.361 -1.101 0.1754
H 0.921 -0.550 3.163 0.0369
H -0.396 -1.242 2.832 0.1414
O 0.367 -0.672 2.412 -0.0646
H -2.478 -2.361 -0.934 0.0094
H -1.611 -3.515 -1.640 0.0993
O -1.668 -2.633 -1.222 -0.0023
H 0.270 -0.979 -3.216 0.1239
H -0.595 -1.482 -1.988 -0.0074
O 0.212 -1.005 -2.199 -0.0820


3.
104
Properties=species:S:1:pos:R:3:lowdin_charge:R:1 method="wB97M-V/def2-TZVPD" total_charge=+1 orbital_gap_ev=8.3 de_lowest_ev=0.0000 total_energy_ev=-94035.59197 e_homo_ha=-0.3912
C -0.180 2.907 3.604 -0.0846
C -1.107 3.896 2.883 -0.1858
C -1.925 3.495 1.628 -0.1192
C -1.671 2.299 0.666 -0.2617
C -2.332 2.768 -0.665 -0.1018
C -2.561 1.790 -1.827 -0.1415
C -2.142 2.328 -3.192 -0.1603
F -1.070 1.571 -3.696 -0.0773
C -0.200 2.022 0.314 -0.1203
C 0.807 3.149 0.471 -0.0196
C 1.939 3.178 -0.559 -0.4589
O 3.033 3.501 -0.231 0.1585
N 1.555 2.839 -1.885 -0.1795
C 1.374 4.078 -2.664 -0.0495
C 2.474 1.890 -2.536 -0.0423
N 0.252 0.658 0.852 -0.0118
F 0.683 -0.003 -0.312 0.0272
C 1.518 0.685 1.671 -0.0716
C 2.204 -0.629 2.040 -0.1583
C 3.203 -1.131 0.995 -0.1937
C 3.916 -2.410 1.440 -0.1817
C 3.026 -3.639 1.635 -0.2698
N 2.990 -4.447 0.409 0.0009
C -1.048 -0.108 1.371 -0.2055
C -0.793 -0.680 2.793 -0.1820
P -1.959 -0.790 4.215 0.4257
O -1.843 0.317 5.153 -0.2296
O -1.460 -2.162 4.866 -0.1067
O -3.410 -1.112 3.649 -0.1455
P -1.314 -1.682 0.334 0.2773
O 0.134 -2.374 0.383 -0.1994
O -1.494 -1.145 -1.142 -0.1662
S -2.678 -2.845 1.037 0.4651
C -2.210 0.958 1.292 -0.1500
F -2.424 1.272 2.649 -0.0303
B -3.719 0.480 0.841 -0.6555
O -3.942 -0.082 -0.375 0.1317
O -4.707 0.791 1.722 0.2020
H -0.416 2.850 4.666 0.0883
H 0.868 3.215 3.538 0.0781
H -0.286 1.893 3.240 0.0240
H -1.838 4.249 3.612 0.1135
H -0.524 4.783 2.629 0.1032
H -1.882 4.367 0.968 0.1148
H -2.979 3.424 1.904 0.1293
H -3.270 3.267 -0.409 0.1397
H -1.681 3.574 -1.024 0.1170
H -2.009 0.859 -1.689 0.0881
H -3.615 1.528 -1.871 0.1032
H -2.951 2.253 -3.917 0.0899
H -1.788 3.359 -3.139 0.1121
H -0.204 1.810 -0.760 0.1440
H 0.262 4.095 0.385 0.1440
H 1.274 3.180 1.454 0.1079
H 2.335 4.521 -2.942 0.0989
H 0.807 4.807 -2.080 0.0920
H 0.816 3.843 -3.568 0.0852
H 3.435 1.852 -2.018 0.0886
H 2.032 0.894 -2.567 0.0763
H 2.668 2.207 -3.560 0.0903
H 2.216 1.226 1.031 0.1301
H 1.321 1.326 2.527 0.1060
H 1.522 -1.422 2.316 0.0707
H 2.767 -0.392 2.950 0.1435
H 3.959 -0.353 0.848 0.1217
H 2.712 -1.286 0.031 0.1028
H 4.658 -2.677 0.684 0.0995
H 4.471 -2.215 2.361 0.1213
H 3.457 -4.268 2.416 0.1143
H 2.023 -3.360 1.990 0.0794
H 2.665 -3.914 -0.393 0.0663
H 2.348 -5.226 0.513 0.0708
H 0.009 -0.143 3.298 0.0922
H -0.415 -1.691 2.652 0.0542
H -1.400 -2.912 4.261 0.0812
H -4.038 -1.116 4.390 0.1147
H 0.026 -3.301 0.648 0.0756
H -2.048 -1.740 -1.670 0.1128
H -4.852 -0.383 -0.494 0.1393
H -5.382 0.110 1.819 0.1272
C 7.294 -5.990 2.207 -0.3508
O 6.468 -5.379 2.861 -0.0006
N 7.375 -5.935 0.863 -0.1978
C 8.365 -6.670 0.107 -0.0583
C 6.409 -5.093 0.181 -0.0503
H 8.052 -6.645 2.666 0.1339
H 9.004 -5.994 -0.464 0.0895
H 7.891 -7.367 -0.586 0.0895
H 8.991 -7.238 0.793 0.0835
H 6.506 -4.062 0.528 0.0805
H 5.394 -5.416 0.406 0.0686
H 6.577 -5.130 -0.893 0.0890
C -6.338 2.651 -4.580 -0.3397
O -5.299 2.976 -4.031 -0.0006
N -6.523 1.484 -5.222 -0.1946
C -7.778 1.145 -5.863 -0.0519
C -5.420 0.542 -5.275 -0.0405
H -7.224 3.305 -4.599 0.1363
H -8.207 0.241 -5.429 0.0908
H -7.638 0.984 -6.933 0.0930
H -8.483 1.963 -5.727 0.0851
H -5.116 0.248 -4.269 0.0833
H -4.555 0.986 -5.770 0.0938
H -5.735 -0.339 -5.827 0.0879


4.
120
Properties=species:S:1:pos:R:3:lowdin_charge:R:1 method="wB97M-V/def2-TZVPD" orbital_gap_ev=9.7 smiles="CC(=O)OCCCCCCCCBN=C(C)C.c1ccncc1.c1ccncc1.c1ccncc1.c1ccncc1.c1ccncc1.c1ccncc1.c1ccncc1" total_energy_ev=-67456.25350 e_homo_ha=-0.3427
C 2.411 -1.187 6.622 0.0278
C 1.065 -1.361 7.265 -0.5170
O 0.738 -0.780 8.270 0.1301
O 0.223 -2.267 6.675 -0.0611
C -0.344 -1.759 5.438 -0.1650
C 0.116 -2.578 4.240 -0.1725
C -0.086 -1.826 2.918 -0.1762
C 1.203 -1.199 2.350 -0.1796
C 1.030 0.214 1.766 -0.1837
C 2.068 1.241 2.231 -0.1896
C 2.368 1.239 3.736 -0.2274
C 2.470 2.653 4.338 -0.1700
B 1.052 3.210 4.731 -0.2939
N 0.115 3.666 3.784 0.1988
C -1.113 3.410 3.592 -0.3895
C -1.738 2.058 3.771 -0.0201
C -2.056 4.461 3.080 -0.0355
H 3.176 -1.661 7.230 0.0971
H 2.435 -1.600 5.618 0.0652
H 2.613 -0.121 6.554 0.0881
H -0.042 -0.718 5.313 0.1124
H -1.424 -1.845 5.536 0.1318
H -0.482 -3.491 4.218 0.0920
H 1.146 -2.894 4.390 0.1095
H -0.476 -2.521 2.184 0.0797
H -0.859 -1.068 3.064 0.1013
H 1.998 -1.249 3.093 0.0916
H 1.518 -1.849 1.533 0.1075
H 0.011 0.580 1.909 0.0882
H 1.145 0.130 0.684 0.1042
H 1.746 2.228 1.902 0.1085
H 2.981 1.003 1.686 0.0772
H 3.346 0.777 3.888 0.1037
H 1.670 0.608 4.293 0.0785
H 2.974 3.300 3.616 0.1000
H 3.122 2.608 5.211 0.0817
H 0.760 3.263 5.895 0.0815
H -1.049 1.346 4.218 0.0621
H -2.009 1.681 2.783 0.0850
H -2.645 2.148 4.367 0.0903
H -2.567 4.044 2.207 0.0640
H -1.520 5.346 2.759 0.0782
H -2.829 4.672 3.816 0.0851
C -0.148 -6.165 -1.421 -0.0806
C -0.825 -5.228 -2.184 -0.0741
C -1.462 -4.182 -1.532 -0.1568
N -1.461 -4.029 -0.211 0.0558
C -0.808 -4.938 0.507 -0.1603
C -0.136 -6.019 -0.044 -0.0697
H 0.363 -6.995 -1.892 0.1050
H -0.861 -5.303 -3.262 0.1003
H -2.000 -3.427 -2.094 0.1010
H -0.827 -4.788 1.582 0.0921
H 0.381 -6.725 0.592 0.1018
C 5.759 -1.387 -1.761 -0.0830
C 5.095 -0.441 -2.525 -0.0684
C 4.489 0.624 -1.874 -0.1512
N 4.504 0.786 -0.554 0.0613
C 5.138 -0.135 0.167 -0.1632
C 5.784 -1.232 -0.384 -0.0762
H 6.247 -2.232 -2.230 0.1035
H 5.043 -0.523 -3.602 0.0984
H 3.956 1.384 -2.429 0.0763
H 5.127 0.014 1.243 0.0972
H 6.287 -1.947 0.252 0.0985
C -0.745 3.136 -4.027 -0.0825
C 0.374 3.803 -3.559 -0.0640
C 1.467 3.051 -3.155 -0.1494
N 1.501 1.720 -3.191 0.0491
C 0.414 1.096 -3.639 -0.1650
C -0.728 1.751 -4.068 -0.0577
H -1.618 3.683 -4.357 0.0882
H 0.404 4.883 -3.509 0.1027
H 2.364 3.536 -2.784 0.1048
H 0.468 0.012 -3.653 0.1030
H -1.580 1.191 -4.427 0.1039
C -2.013 -5.191 8.026 -0.0678
C -1.840 -4.804 6.708 -0.0617
C -2.718 -5.302 5.756 -0.1546
N -3.718 -6.135 6.034 0.0501
C -3.869 -6.499 7.305 -0.1615
C -3.050 -6.057 8.334 -0.0748
H -1.351 -4.822 8.799 0.1092
H -1.042 -4.133 6.426 0.0705
H -2.618 -5.020 4.712 0.0966
H -4.690 -7.179 7.506 0.1006
H -3.224 -6.385 9.350 0.0992
C -3.981 4.327 -2.753 -0.0926
C -2.964 4.894 -2.002 -0.0846
C -2.408 4.144 -0.977 -0.1627
N -2.798 2.909 -0.669 0.0639
C -3.777 2.379 -1.398 -0.1535
C -4.398 3.042 -2.447 -0.0729
H -4.442 4.878 -3.563 0.1034
H -2.607 5.895 -2.204 0.1041
H -1.606 4.545 -0.367 0.1043
H -4.077 1.374 -1.125 0.1041
H -5.188 2.560 -3.006 0.1006
C 3.111 1.333 -7.445 -0.0743
C 3.315 0.596 -8.600 -0.0769
C 2.952 -0.743 -8.602 -0.1631
N 2.418 -1.363 -7.553 0.0499
C 2.230 -0.640 -6.450 -0.1568
C 2.554 0.704 -6.343 -0.0662
H 3.379 2.381 -7.404 0.1056
H 3.747 1.046 -9.484 0.0991
H 3.094 -1.352 -9.488 0.1004
H 1.797 -1.171 -5.609 0.0962
H 2.378 1.238 -5.422 0.0718
C -4.678 2.414 -7.815 -0.0822
C -4.297 3.667 -7.360 -0.0786
C -2.943 3.946 -7.255 -0.1690
N -1.984 3.077 -7.566 0.0583
C -2.365 1.878 -8.000 -0.1542
C -3.691 1.499 -8.143 -0.0721
H -5.724 2.157 -7.913 0.1048
H -5.032 4.413 -7.091 0.0987
H -2.605 4.915 -6.904 0.1015
H -1.563 1.189 -8.244 0.1047
H -3.941 0.511 -8.504 0.1015